No. 1
C26H40BrNOOsP2 as an isolated structure, computed with ωB97M-V/def2-TZVPD.

Summary:
Total energy = -122187.089 eV
HOMO level (alpha / beta) = -20.14 / -20.16 eV

```
! wB97M-V def2-TZVPD RIJCOSX def2/J DEFGRID3
* xyz 4 5
N -5.32360 -1.99006 3.99302
C -4.25829 -1.28499 4.35995
C -3.87066 -0.12428 3.68396
C -4.56101 0.20845 2.48999
C -5.75280 -0.49870 2.17918
C -6.05836 -1.62402 2.95757
C -3.95604 1.08450 1.48801
Os -0.28861 1.46640 -2.21511
P 3.54115 0.61027 -1.83750
C -4.60326 1.34906 0.31552
C -3.91544 1.78445 -0.90274
C -4.32676 1.31211 -2.19200
C -3.34134 1.04747 -3.15880
C -2.07444 1.46831 -2.80706
C -1.85960 2.64866 -1.93273
C -2.77473 2.56751 -0.79901
Br 1.51956 3.22210 -2.57514
H -2.97828 1.55521 1.73052
H -5.66267 1.23474 0.19720
H -3.04693 0.48197 4.07476
H -6.39192 -0.22645 1.34408
H -3.67923 -1.61769 5.21680
H -6.93218 -2.21996 2.71021
H -5.35454 1.01581 -2.37606
H -2.51376 2.99649 0.15844
H -3.47462 0.46479 -4.07664
H -1.63810 3.65331 -2.37788
P -0.28683 -0.76804 -1.45503
C 4.48561 2.08368 -1.29300
C 5.26578 2.86234 -2.33990
H 5.13328 1.76336 -0.46975
H 3.70038 2.72591 -0.86443
H 5.57276 3.82848 -1.92803
H 6.20413 2.36233 -2.59889
H 4.69478 3.09159 -3.24593
C 3.71157 0.50359 -3.67008
C 5.12256 0.35846 -4.23322
H 3.21907 1.39573 -4.09979
H 3.11163 -0.37069 -3.98566
H 5.09542 0.30678 -5.32765
H 5.77783 1.20433 -4.01938
H 5.61878 -0.55487 -3.89945
C 4.31625 -0.88915 -1.14898
C 5.81524 -0.83366 -1.13308
H 3.90580 -1.72268 -1.73799
H 3.88433 -0.96786 -0.14084
H 6.16454 -1.76285 -0.68972
H 6.23830 -0.75840 -2.13105
H 6.19189 -0.00628 -0.53532
C 0.84942 -1.38482 -0.15658
C 1.45177 -2.79655 -0.34165
H 0.29539 -1.34848 0.81762
H 1.65350 -0.61328 -0.04211
H 0.77773 -3.56034 0.09040
H 1.61184 -3.04560 -1.39670
H 2.42318 -2.84357 0.17922
C -0.01513 -1.82575 -2.95013
C -0.84539 -1.33479 -4.14053
H -0.28582 -2.86565 -2.68170
H 1.07063 -1.79774 -3.17886
H -0.40522 -1.74986 -5.06086
H -1.88956 -1.68824 -4.08500
H -0.85014 -0.22431 -4.20754
C -2.01538 -1.14203 -0.91050
C -2.23441 -2.03598 0.32016
H -2.52006 -1.57065 -1.79327
H -2.48209 -0.15268 -0.75550
H -3.31982 -2.21390 0.40462
H -1.71510 -3.00321 0.23532
H -1.89254 -1.52902 1.23566
O 0.76246 2.33890 0.58090
C 0.20821 1.95001 -0.39035
*
```

Results of the Mulliken charge analysis, in e, for atoms 1 through 8:
1 N 0.08
2 C -0.45
3 C -0.25
4 C 0.39
5 C -0.30
6 C -0.54
7 C -0.21
8 Os 1.35

---

No. 2
A 6-piece molecular cluster, C26H40N6 overall, computed with ωB97M-V/def2-TZVPD.

Summary:
Total energy = -36550.359 eV
Structure (SMILES) = c1cc[nH]c1.c1cc[nH]c1.c1cc[nH]c1.c1cc[nH]c1.c1cc[nH]c1.CCN(CC)CC
HOMO level = -8.11 eV

```
! wB97M-V def2-TZVPD RIJCOSX def2/J DEFGRID3
* xyz 0 1
C 0.98546 -1.68886 1.95135
C 1.89731 -0.76372 1.37635
C 1.16957 0.30032 0.91077
N -0.14110 0.05469 1.18718
C -0.25995 -1.12576 1.87045
H 1.23892 -2.61925 2.43185
H 2.95188 -0.90291 1.19755
H 1.49181 1.15549 0.34610
H -0.91374 0.66673 0.92524
H -1.26908 -1.41242 2.12523
C 6.89050 -3.01030 0.84309
C 7.85086 -3.87504 0.24753
C 7.16581 -4.80429 -0.48543
N 5.82496 -4.52282 -0.35959
C 5.65395 -3.43129 0.44349
H 7.06193 -2.22413 1.55932
H 8.92089 -3.81158 0.35101
H 7.48850 -5.62781 -1.09731
H 5.10789 -4.96314 -0.90750
H 4.66109 -3.09989 0.69550
C -3.17926 0.46153 3.44038
C -4.28832 -0.42641 3.49543
C -4.11599 -1.22681 4.59432
N -2.95126 -0.84617 5.20009
C -2.36975 0.18100 4.50560
H -3.04730 1.26526 2.73337
H -5.09882 -0.47938 2.78758
H -4.69098 -2.04059 5.00043
H -2.54784 -1.27433 6.01379
H -1.41450 0.57192 4.80959
C -2.91039 -2.50530 -2.75476
C -1.84796 -1.80051 -3.39265
C -1.04942 -1.29752 -2.40080
N -1.58823 -1.66907 -1.20318
C -2.72678 -2.40105 -1.40684
H -3.75201 -2.98538 -3.22742
H -1.74224 -1.64657 -4.45307
H -0.13077 -0.73500 -2.42622
H -1.18523 -1.44198 -0.30731
H -3.33707 -2.70850 -0.57542
C 2.38042 0.15060 -2.77985
C 3.12487 0.90960 -1.83121
C 3.25403 2.17035 -2.33171
N 2.61650 2.20388 -3.53948
C 2.08784 0.97505 -3.83119
H 2.15435 -0.89878 -2.68054
H 3.56755 0.46150 -0.95850
H 3.67675 3.05077 -1.87903
H 2.53003 3.00008 -4.14545
H 1.55433 0.81364 -4.75137
C -0.99987 3.46178 -2.06630
C -0.85117 2.31005 -1.08215
N -1.98615 2.04943 -0.17246
C -2.32598 3.22882 0.61422
C -1.23279 3.64009 1.58232
C -3.15386 1.60807 -0.94374
C -4.15128 0.83077 -0.11708
H -0.08707 3.55875 -2.65691
H -1.15315 4.42887 -1.58711
H -1.82925 3.28891 -2.75653
H -0.60909 1.36923 -1.57616
H 0.01513 2.52912 -0.44680
H -2.64858 4.08185 -0.00073
H -3.20003 2.98582 1.22458
H -0.38770 4.13495 1.09790
H -1.63597 4.33419 2.32222
H -0.83720 2.78336 2.13218
H -2.82150 0.96997 -1.76689
H -3.65411 2.47363 -1.40775
H -3.69083 -0.07538 0.29121
H -4.97916 0.50259 -0.74618
H -4.53040 1.37929 0.74541
*
```

Results of the Mulliken charge analysis, in e, for atoms 1 through 8:
1 C -0.82
2 C -0.74
3 C -0.36
4 N 0.70
5 C -0.83
6 H 0.46
7 H 0.44
8 H 0.43

---

No. 3
C26H40N7O3P2ReS as an isolated structure, computed with ωB97M-V/def2-TZVPD.

Summary:
Total energy = -75721.353 eV
HOMO level (alpha / beta) = -9.45 / -9.50 eV

```
! wB97M-V def2-TZVPD RIJCOSX def2/J DEFGRID3
* xyz 1 2
Re -0.55252 0.23827 -0.19701
C 1.02574 2.39724 4.87835
C 1.74237 1.62731 3.97380
C 1.29680 1.49311 2.66680
C 0.14801 2.15236 2.25758
C -0.56460 2.93908 3.15345
C -0.12857 3.04935 4.46433
N -0.29260 2.01994 0.89468
N -0.66469 3.13197 0.41054
C -1.06841 3.03022 -0.90658
C -1.46105 4.21009 -1.54782
C -1.81900 4.16313 -2.87657
C -1.79294 2.93737 -3.54707
C -1.41484 1.77532 -2.89585
C -1.02288 1.76557 -1.54348
H 1.36537 2.49135 5.90104
H 2.64862 1.12485 4.28698
H 1.84518 0.88225 1.96365
H -1.45244 3.45527 2.81441
H -0.69065 3.65204 5.16549
H -1.47406 5.13454 -0.98427
H -2.12326 5.06173 -3.39640
H -2.07612 2.89771 -4.59243
H -1.43915 0.84826 -3.45419
C 1.50862 0.09845 -0.71996
H 1.79562 -0.83376 -1.21010
H 2.09156 0.22055 0.19892
C 0.49316 -1.07550 -3.77818
O -0.00845 -2.00004 -2.81571
P -1.01268 -1.55220 -1.64263
O -1.23674 -3.01097 -0.99970
C -1.63807 -4.13729 -1.79657
O -2.36266 -1.35783 -2.52823
C -3.45134 -0.61663 -1.98511
H 1.41272 -1.49944 -4.17614
H 0.70059 -0.10527 -3.32711
H -0.22660 -0.95152 -4.58801
H -2.69146 -4.05201 -2.06086
H -1.48212 -5.02324 -1.18629
H -1.03690 -4.20387 -2.70057
H -3.69731 0.20323 -2.65635
H -3.20217 -0.18754 -1.00528
H -4.30927 -1.27725 -1.86561
C 3.81637 2.99663 -3.85579
N 4.29093 1.86209 -3.08627
C 5.60597 1.26300 -3.33216
C 5.67044 0.14043 -2.28467
N 4.27374 0.06003 -1.83958
C 3.57961 1.12681 -2.24631
S 1.96571 1.49623 -1.78492
H 4.36968 3.89491 -3.58369
H 2.75918 3.15928 -3.66233
H 3.95331 2.80087 -4.91971
H 6.39204 2.00495 -3.20231
H 5.65167 0.88235 -4.35433
H 6.32455 0.39471 -1.45094
H 5.99348 -0.80478 -2.71273
H 3.99508 -0.43775 -1.01007
C -2.46738 -3.86010 2.71088
N -1.06053 -3.64494 3.04701
C -0.98445 -2.97781 4.34646
N -1.73444 -1.72652 4.40169
C -3.12348 -2.00311 4.04996
N -3.27611 -2.64118 2.74248
C -2.91502 -1.73246 1.66299
P -1.12595 -1.21475 1.74364
C -0.36536 -2.88958 2.01203
C -1.14141 -0.70737 3.53551
H -2.88493 -4.55944 3.43679
H -2.53391 -4.30654 1.71709
H 0.06177 -2.78253 4.58859
H -1.39429 -3.65331 5.09918
H -3.69251 -1.07177 4.06258
H -3.53877 -2.67290 4.80470
H -3.54172 -0.83846 1.72321
H -3.10055 -2.21264 0.70117
H 0.67414 -2.73971 2.31493
H -0.36981 -3.43669 1.07129
H -1.68934 0.23153 3.64544
H -0.11853 -0.51568 3.86224
*
```

Results of the Mulliken charge analysis, in e, for atoms 1 through 8:
1 Re 0.63
2 C -0.50
3 C -0.77
4 C -0.08
5 C 0.22
6 C -0.41
7 C -0.63
8 N 0.99

---

- The highest total energy belongs to which entry?
  C26H40N6